No. 1
ORCA calculation (wB97M-V/def2-TZVPD) on a structure of composition C52H41Br2LaN7O2.

Geometry as XYZ:
```
105
Properties=species:S:1:pos:R:3:forces:R:3:lowdin_charge:R:1
La -0.41772 0.00265 0.63462 -1.6 -0.6 -0.5 1.876
O 0.01373 1.20059 2.34206 0.5 0.4 0.8 -0.497
C 0.95486 1.01540 3.35138 -0.2 0.9 -0.7 -0.499
C 0.90412 -0.42057 3.89975 0.2 -0.1 0.3 -0.081
C 1.57723 -1.41759 3.01659 0.7 -0.9 -0.7 -0.246
C 2.79074 -1.98727 3.40690 0.1 -0.4 -0.2 0.009
C 3.43032 -2.91231 2.56838 -0.9 0.2 -0.2 0.002
C 2.82082 -3.23626 1.35006 0.1 0.1 0.1 0.003
C 1.62701 -2.61263 0.98648 0.4 0.1 0.9 -0.253
C 1.04662 -2.77130 -0.39213 0.1 -0.5 0.2 -0.058
C 1.55850 -1.61643 -1.28248 0.3 1.9 0.1 -0.464
O 1.18006 -0.33408 -0.76849 0.9 -1.3 -0.6 -0.420
C 3.07020 -1.68629 -1.25199 0.6 -0.6 -0.3 -0.196
C 3.84181 -0.83454 -0.46413 -0.1 -0.2 -0.1 -0.014
C 5.22223 -1.02684 -0.35118 -0.1 -0.1 -0.1 -0.058
C 5.83127 -2.07724 -1.03063 -0.5 -0.2 -0.2 -0.077
C 5.05350 -2.93193 -1.82934 0.1 0.3 0.1 -0.069
C 3.68321 -2.73422 -1.95038 0.4 0.2 0.2 -0.044
C 1.01044 -1.58122 -2.68964 0.0 0.1 -0.9 -0.140
C 1.74504 -0.89487 -3.68039 -0.3 -0.3 0.3 -0.008
C 1.21116 -0.68623 -4.93807 -0.3 0.0 -0.2 -0.068
C -0.07490 -1.13629 -5.25328 -0.2 -0.1 0.2 -0.076
C -0.81415 -1.81034 -4.27665 0.3 0.4 -0.3 -0.082
C -0.27248 -2.02049 -3.01016 0.1 -0.3 -0.1 -0.038
N 1.03107 -1.73916 1.82388 0.1 -0.3 0.3 0.046
C 0.54884 2.08240 4.33846 0.2 0.5 0.9 -0.170
C 0.79909 3.42720 3.98975 0.0 -0.4 -0.1 -0.016
C 0.43566 4.46148 4.82328 -0.2 0.0 0.6 -0.064
C -0.20051 4.18038 6.04690 -0.1 -0.4 -0.3 -0.073
C -0.49662 2.85582 6.36707 -0.1 0.2 0.2 -0.076
C -0.12642 1.80444 5.52205 0.2 0.5 -0.2 -0.056
C 2.35962 1.34068 2.85971 0.7 -0.2 0.5 -0.158
C 2.70379 1.67690 1.55174 0.1 0.0 0.5 -0.066
C 4.01645 2.03503 1.23485 0.2 -0.2 0.2 -0.083
C 5.01230 1.99203 2.20614 -0.2 0.0 0.3 -0.071
C 4.67807 1.62846 3.52602 -0.2 0.0 -0.4 -0.050
C 3.36359 1.31391 3.84757 0.2 0.3 -0.7 -0.024
H 1.45202 -0.47350 4.84174 -0.3 0.1 0.2 0.123
H -0.13838 -0.70106 4.05350 0.1 0.1 0.2 0.053
H 3.19828 -1.70425 4.37588 0.1 -0.1 -0.3 0.120
H 4.37019 -3.38012 2.84367 -0.1 0.1 0.0 0.118
H 3.28851 -3.90901 0.63031 0.0 0.1 0.3 0.126
H 1.39623 -3.73167 -0.79052 -0.1 0.2 -0.1 0.141
H -0.04280 -2.84038 -0.34843 0.1 0.2 -0.1 0.080
H 3.34137 -0.05120 0.10160 0.2 -0.3 -0.3 0.077
H 5.81102 -0.36526 0.28961 -0.2 -0.2 -0.2 0.102
H 6.89501 -2.25764 -0.94702 0.0 0.1 0.0 0.101
H 5.52006 -3.75173 -2.36251 0.1 0.1 0.0 0.104
H 3.09299 -3.40145 -2.58315 0.1 0.2 0.2 0.130
H 2.74704 -0.53118 -3.47417 -0.2 -0.1 0.1 0.126
H 1.80242 -0.16277 -5.68547 -0.1 -0.1 0.1 0.109
H -0.49432 -0.95408 -6.24822 0.2 -0.1 0.4 0.107
H -1.82015 -2.16014 -4.49166 0.1 0.0 -0.1 0.090
H -0.87072 -2.58787 -2.29720 0.2 0.1 0.0 0.095
H 1.27998 3.66083 3.03508 -0.1 -0.2 0.4 0.120
H 0.65888 5.48742 4.53413 -0.1 -0.2 0.1 0.108
H -0.50309 4.97857 6.71592 0.1 -0.1 -0.1 0.103
H -1.03010 2.60869 7.28619 0.2 0.2 -0.2 0.108
H -0.41538 0.78859 5.77322 0.2 0.1 0.1 0.113
H 2.00433 1.63357 0.72402 -0.1 0.0 0.2 0.069
H 4.23850 2.29427 0.19842 0.1 0.0 0.3 0.120
H 6.03934 2.24640 1.95223 -0.2 0.0 0.1 0.107
H 5.43017 1.59382 4.30810 0.0 0.1 -0.2 0.107
H 3.09404 1.08241 4.87541 0.1 0.0 -0.1 0.127
C -0.61657 4.67575 -0.18412 -1.3 0.9 -0.6 -0.073
C -0.04695 3.43799 -0.05664 -0.2 -1.0 -0.1 -0.094
N -0.64142 2.34518 -0.56814 -0.3 0.6 -0.5 0.025
C -1.79661 2.48464 -1.26394 1.9 2.6 1.4 -0.281
C -2.37242 3.76311 -1.34389 0.2 0.2 -0.1 -0.074
N -1.79855 4.84239 -0.82077 0.7 -0.4 0.4 0.116
C -2.42334 1.33849 -1.81244 -1.8 -2.9 -1.0 -0.214
C -3.20501 1.40999 -2.97567 0.1 -0.3 0.0 0.086
C -3.89326 0.26721 -3.41662 0.3 -0.1 0.7 -0.117
C -3.80469 -0.90424 -2.65062 0.3 0.3 0.6 0.066
C -3.01140 -0.93156 -1.49001 0.0 3.2 -2.1 -0.210
N -2.32456 0.18162 -1.10640 -0.8 -0.1 -0.8 0.053
C -2.89161 -2.09387 -0.69199 0.7 -2.6 2.6 -0.209
C -3.48029 -3.32748 -1.02747 0.1 -0.6 0.4 -0.036
N -3.37461 -4.42253 -0.26562 0.6 0.8 0.5 0.120
C -2.67323 -4.30686 0.89125 -1.2 -1.0 -1.2 -0.072
C -2.09754 -3.12382 1.24890 0.3 1.0 -0.2 -0.166
N -2.16768 -2.03513 0.46608 -0.9 -0.3 -0.8 -0.006
C -4.74280 0.27595 -4.61933 -0.3 0.2 -0.4 -0.172
C -4.84222 -0.85550 -5.43699 -0.1 0.1 0.2 -0.012
C -5.70971 -0.82168 -6.51663 -0.3 0.4 -0.1 -0.121
N -6.46154 0.24063 -6.82139 0.2 0.0 0.1 0.072
C -6.35215 1.32941 -6.05530 -0.1 -0.5 -0.2 -0.119
C -5.51619 1.39794 -4.94546 0.0 -0.4 -0.3 -0.003
H -0.17189 5.57662 0.23647 0.0 -0.3 -0.1 0.123
H 0.87529 3.30264 0.50250 -0.2 -0.1 -0.1 0.099
H -3.33392 3.92611 -1.82681 0.1 -0.1 0.0 0.126
H -3.24929 2.32824 -3.56805 0.1 -0.3 0.3 0.135
H -4.39238 -1.77624 -2.92118 0.1 0.3 -0.1 0.116
H -4.04740 -3.47020 -1.94146 0.1 0.1 0.1 0.118
H -2.62414 -5.20975 1.50020 0.1 0.3 -0.1 0.124
H -1.55102 -3.02849 2.17971 0.1 0.0 -0.1 0.093
H -4.29226 -1.77116 -5.24301 0.1 0.2 0.0 0.107
H -5.82490 -1.68356 -7.16539 0.0 0.0 0.0 0.113
H -7.00006 2.15406 -6.34977 0.2 0.0 0.2 0.115
H -5.52624 2.29993 -4.35301 0.1 0.0 0.2 0.111
Br -2.94320 2.08948 1.72289 -0.4 0.3 0.4 0.729
C -2.81417 1.36689 3.51692 -0.6 -0.4 -0.8 -0.896
Br -2.65034 -0.56211 3.32189 -0.3 0.2 0.5 0.713
H -3.74309 1.56851 4.04200 0.2 0.0 0.0 0.020
H -1.93063 1.76092 3.97389 0.4 0.1 0.2 -0.030
```
Positions in Å, forces in eV/Å.

HOMO	-10.7	eV
energy relative to the best compared isomer or geometry (same formula, charge and spin)	0.0000	eV
net charge	+1
total energy	-7719.5227	a.u.


No. 2
ORCA calculation (wB97M-V/def2-TZVPD) on a structure of composition C52H41CuN8O5S.

Geometry as XYZ:
```
108
Properties=species:S:1:pos:R:3:forces:R:3:lowdin_spin:R:1
Cu -0.09456 -0.37312 -1.40590 0.0 -0.1 0.1 0.669
C 8.48501 -5.10660 -0.82560 0.0 0.0 0.0 0.000
O 7.60046 -4.95859 -1.91266 0.0 0.0 0.0 0.000
C 6.46436 -4.22454 -1.69650 0.0 0.0 0.0 0.000
C 5.60458 -4.09622 -2.78365 0.0 0.0 0.0 0.000
C 4.43615 -3.36896 -2.65790 0.0 0.0 0.0 0.000
C 4.08174 -2.75166 -1.45448 0.0 0.0 0.0 0.000
C 4.95133 -2.90305 -0.38331 0.0 0.0 0.0 0.000
C 6.13848 -3.62455 -0.48890 0.0 0.0 0.0 0.000
C 2.80212 -1.99337 -1.33481 0.0 0.0 0.0 -0.001
C 1.61975 -2.76274 -1.18598 0.0 0.1 0.0 0.001
C 1.56646 -4.20269 -1.00318 0.0 -0.1 0.0 0.002
C 0.26720 -4.52589 -0.79994 0.0 0.0 0.0 0.000
C -0.50110 -3.30465 -0.86530 0.0 0.1 0.0 0.002
N 0.38631 -2.25925 -1.12082 0.0 0.0 0.0 0.049
C -1.86579 -3.19228 -0.71801 0.0 -0.1 0.0 0.001
C -2.60348 -1.98640 -0.89186 0.0 0.1 -0.1 0.006
C -3.98085 -1.70893 -0.75177 0.0 -0.1 0.0 0.001
C -4.16220 -0.36546 -1.08171 0.0 0.1 0.0 0.001
C -2.88401 0.13037 -1.39987 0.0 -0.1 -0.1 0.002
C -2.32487 1.45714 -1.79997 0.4 -0.1 0.0 0.005
C -4.51186 3.09635 -2.36776 0.0 0.2 -0.2 0.001
C -4.88842 2.88876 -0.94690 -0.1 -0.1 0.1 0.000
C -5.44835 4.00369 -0.17177 0.0 0.0 0.0 0.000
C -5.76163 5.14664 -0.80255 0.0 0.0 0.0 0.000
O -6.32878 6.24188 -0.22727 0.0 0.0 0.0 0.000
C -6.61037 6.15080 1.15309 0.0 0.0 0.0 0.000
C -5.43420 5.36455 -2.20377 0.0 0.0 0.0 0.000
C -4.79754 4.43962 -2.92392 0.0 0.0 0.0 0.000
C -1.88009 2.42086 -0.69936 0.0 0.0 0.0 0.007
N -0.62242 2.19466 -1.05655 0.0 0.1 0.1 -0.002
C 0.28535 2.85466 -0.30918 0.0 0.0 -0.1 0.001
C 1.70413 2.65542 -0.41155 0.1 0.0 0.0 -0.001
C 2.53382 3.77696 0.12265 0.0 0.0 0.0 0.000
C 3.03641 4.77769 -0.70783 0.0 0.1 0.0 0.000
C 3.79572 5.81420 -0.19733 0.0 0.0 0.0 0.000
C 4.05649 5.87921 1.16834 0.0 0.0 0.0 0.000
O 4.81431 6.94198 1.58291 0.0 0.0 0.0 0.000
C 5.03555 7.06993 2.96918 0.0 0.0 0.0 0.000
C 3.55745 4.89862 2.01394 0.0 0.0 0.0 0.000
C 2.80317 3.85624 1.48115 0.0 0.0 0.0 0.000
C 2.33634 1.52387 -0.85015 0.0 0.1 0.0 0.005
C 3.79044 1.41852 -0.88808 0.1 0.0 0.0 0.001
C 4.10256 0.14318 -1.15791 0.0 0.0 0.0 0.002
C 2.84424 -0.60047 -1.26153 0.0 0.0 0.0 0.000
N 1.80148 0.26323 -1.15282 0.0 0.0 0.0 0.046
C -0.50834 3.62290 0.57651 0.0 -0.1 0.1 0.007
C -1.87457 3.33665 0.35188 0.0 0.1 0.0 0.001
N -1.97916 -0.84475 -1.29416 0.1 -0.1 0.0 0.078
C -2.64520 -4.41006 -0.36684 0.0 0.0 0.0 0.000
C -3.61316 -4.91480 -1.23775 0.0 0.0 0.0 0.000
C -4.34008 -6.04462 -0.91818 0.0 0.0 0.0 0.000
C -4.12251 -6.69420 0.29443 0.0 0.0 0.0 0.000
O -4.88922 -7.80406 0.52407 0.0 0.0 0.0 0.000
C -4.69388 -8.47678 1.74773 0.0 0.0 0.0 0.000
C -3.17469 -6.20230 1.17973 0.0 0.0 0.0 0.000
C -2.44639 -5.06534 0.83906 0.0 0.0 0.0 0.000
H 9.31232 -5.71329 -1.18578 0.0 0.0 0.0 0.000
H 8.00663 -5.61521 0.01673 0.0 0.0 0.0 0.000
H 8.86879 -4.14014 -0.48514 0.0 0.0 0.0 0.000
H 5.87390 -4.57148 -3.71844 0.0 0.0 0.0 0.000
H 3.77099 -3.26986 -3.50743 0.0 0.0 0.0 0.000
H 4.69447 -2.44396 0.56450 0.0 0.0 0.0 0.000
H 6.78375 -3.71122 0.37394 0.0 0.0 0.0 0.000
H 2.41633 -4.86686 -1.01938 0.0 0.0 0.0 0.000
H -0.14280 -5.50935 -0.63072 0.0 0.0 0.0 0.000
H -4.74641 -2.41208 -0.45987 0.0 0.0 0.0 0.001
H -5.09410 0.17759 -1.13998 0.1 -0.1 0.0 0.000
H -4.37832 2.11613 -0.38289 0.0 0.1 0.0 0.000
H -5.57572 3.87606 0.89315 0.0 0.0 0.0 0.000
H -7.09073 7.08554 1.43025 0.0 0.0 0.0 0.000
H -5.69293 6.02449 1.73457 0.0 0.0 0.0 0.000
H -7.28355 5.31485 1.36306 0.0 0.0 0.0 0.000
H -5.65647 6.34368 -2.60888 0.0 0.0 0.0 0.000
H -4.45112 4.66234 -3.92542 0.0 0.0 0.0 0.000
H 2.82608 4.73447 -1.76955 0.0 0.0 0.0 0.000
H 4.19156 6.59032 -0.83986 0.0 0.0 0.0 0.000
H 5.60505 7.98641 3.10338 0.0 0.0 0.0 0.000
H 5.61130 6.22747 3.36436 0.0 0.0 0.0 0.000
H 4.09448 7.14678 3.52153 0.0 0.0 0.0 0.000
H 3.74752 4.92216 3.07761 0.0 0.0 0.0 0.000
H 2.41975 3.08528 2.14084 0.0 0.0 0.0 0.000
H 4.46726 2.23990 -0.71226 0.0 0.0 0.0 0.000
H 5.08549 -0.29046 -1.24894 0.0 0.0 0.0 0.000
H -0.11637 4.28190 1.33536 0.0 0.0 0.0 0.001
H -2.71339 3.75707 0.88245 0.0 0.0 0.0 0.000
H -3.78763 -4.40748 -2.17846 0.0 0.0 0.0 0.000
H -5.08426 -6.44332 -1.59555 0.0 0.0 0.0 0.000
H -5.38170 -9.31880 1.74482 0.0 0.0 0.0 0.000
H -4.91896 -7.83212 2.60246 0.0 0.0 0.0 0.000
H -3.66915 -8.84808 1.84247 0.0 0.0 0.0 0.000
H -2.99162 -6.68080 2.13123 0.0 0.0 0.0 0.000
H -1.70874 -4.67713 1.53073 0.0 0.0 0.0 0.000
N 1.84210 0.84420 3.93491 0.0 0.0 0.0 0.000
C 0.68132 0.55200 3.23184 -0.1 0.0 0.0 0.000
C 0.71933 0.31401 1.84959 0.0 0.1 0.1 0.000
N -0.38370 0.11335 1.16218 0.1 -0.1 0.0 0.000
C -1.54322 0.12508 1.82358 0.0 0.0 -0.1 0.000
C -1.56850 0.34060 3.18599 0.0 0.0 0.0 0.000
N -0.46129 0.55486 3.90141 0.0 0.0 0.0 0.000
H 2.69330 0.48948 3.52974 0.0 0.0 0.0 0.000
H 1.76211 0.68564 4.92683 0.0 0.0 0.0 0.000
H 1.65678 0.30422 1.30121 0.0 0.0 0.0 0.000
H -2.44392 -0.04637 1.24465 0.0 0.0 0.0 0.000
H -2.50644 0.34157 3.72939 0.0 0.0 0.0 0.000
O -5.68087 2.34794 -2.02018 0.0 0.0 0.0 0.001
S -3.13587 2.30560 -3.18832 -0.2 -0.1 0.0 0.003
N -0.83657 1.30476 -2.14707 -0.2 0.0 0.0 0.109
```
Positions in Å, forces in eV/Å.

HOMO (alpha / beta)	-3.4 / -3.4	eV
energy relative to the best compared isomer or geometry (same formula, charge and spin)	3.1804	eV
net charge	-1
spin multiplicity	2
total energy	-4858.9999	a.u.


Record-wise max |F| values, in eV Å⁻¹: 3.87, 0.36